[1]
{
  "formula": "C25H32NO3RhS5Si2",
  "method": "wB97M-V/def2-TZVPD",
  "elements": ["Rh", "C", "C", "O", "C", "C", "C", "C", "C", "C", "O", "H", "H", "H", "H", "H", "H", "H", "C", "Si", "C", "C", "C", "C", "C", "C", "C", "C", "N", "Si", "C", "C", "C", "H", "H", "H", "H", "H", "H", "H", "H", "H", "H", "H", "H", "H", "H", "H", "H", "H", "H", "H", "H", "H", "H", "O", "C", "C", "S", "C", "C", "S", "S", "C", "S", "S", "H", "H", "H"],
  "xyz": [[-0.3656, -0.8597, 0.0375], [1.2357, 1.9872, 3.3110], [0.1866, 1.1537, 2.6010], [0.5557, 0.5815, 1.5647], [-1.1424, 1.0519, 3.1507], [-1.4265, 1.6173, 4.4181], [-2.6512, 1.4954, 5.0100], [-3.6571, 0.7680, 4.3384], [-3.4279, 0.2194, 3.1061], [-2.1785, 0.3704, 2.4327], [-2.0687, -0.0623, 1.2232], [2.1469, 1.9796, 2.7165], [1.4462, 1.5695, 4.2987], [0.8914, 3.0159, 3.4441], [-0.6462, 2.1596, 4.9409], [-2.8443, 1.9349, 5.9821], [-4.6301, 0.6457, 4.8045], [-4.2028, -0.3407, 2.5940], [2.8410, -1.1198, 1.7352], [3.1327, -0.3302, 0.0556], [4.1276, -1.6060, -0.8958], [4.2484, 1.1434, 0.3419], [1.6806, 0.1501, -1.0686], [1.5081, -0.8743, -2.1313], [2.0691, -0.8172, -3.4154], [1.7727, -1.8096, -4.3256], [0.9324, -2.8559, -3.9479], [0.4623, -2.8746, -2.6549], [0.7517, -1.9176, -1.7632], [1.0665, 1.8777, -1.5571], [-0.2528, 2.5823, -0.4332], [2.4920, 3.0920, -1.6544], [0.2941, 1.8150, -3.2638], [3.4785, -2.0072, 1.8248], [1.8132, -1.4290, 1.9001], [3.1069, -0.4256, 2.5395], [5.0417, -1.8490, -0.3412], [4.4218, -1.2476, -1.8904], [3.5592, -2.5343, -1.0321], [5.0827, 0.8360, 0.9844], [3.7219, 1.9658, 0.8397], [4.6695, 1.5270, -0.5924], [2.7265, 0.0067, -3.6681], [2.1918, -1.7793, -5.3251], [0.6573, -3.6388, -4.6421], [-0.1573, -3.6917, -2.2965], [0.1643, 2.9495, 0.5082], [-1.0249, 1.8455, -0.1903], [-0.7411, 3.4205, -0.9435], [2.7326, 3.5209, -0.6756], [2.2239, 3.9154, -2.3274], [3.3964, 2.6181, -2.0468], [-0.4209, 0.9921, -3.3623], [1.0340, 1.7148, -4.0638], [-0.2537, 2.7489, -3.4327], [-0.5347, -2.8290, 2.2518], [-0.4582, -2.5158, 1.1752], [-3.3656, -3.9458, -1.1408], [-3.8329, -2.9870, 0.3264], [-4.3737, -1.4726, -0.3484], [-3.6856, -0.5584, -1.1232], [-2.1344, -0.6920, -1.7648], [-4.5464, 0.9368, -1.4317], [-5.9457, 0.6201, -0.4686], [-7.1512, 1.6798, -0.2114], [-5.9390, -0.9906, 0.1899], [-2.9084, -4.8580, -0.7561], [-2.6469, -3.3931, -1.7378], [-4.2499, -4.1962, -1.7227]],
  "lowdin_spin": [1.993, 0.004, 0.005, 0.070, 0.004, -0.001, 0.004, 0.000, 0.006, 0.008, 0.092, 0.000, 0.001, 0.000, 0.000, 0.000, 0.000, 0.001, 0.011, 0.048, 0.004, 0.006, 0.442, 0.053, 0.017, 0.000, 0.011, 0.008, 0.092, 0.056, 0.019, 0.016, -0.001, 0.001, 0.002, 0.001, 0.000, 0.000, 0.000, 0.001, 0.000, 0.000, 0.003, 0.000, 0.001, 0.000, 0.001, 0.005, 0.001, 0.001, 0.002, 0.000, 0.000, 0.000, 0.000, 0.041, 0.109, 0.018, 0.046, 0.207, 0.042, 0.406, -0.026, 0.002, 0.085, 0.077, 0.000, 0.004, 0.001],
  "total_charge": 0,
  "e_lumo_ev": [-0.23, -2.85],
  "energy_ev": -107015.7543,
  "e_above_lowest_kcal_mol": 0.00,
  "multiplicity": 5,
  "s2": 6.047,
  "homo_lumo_gap_ev": [7.282, 4.726]
}



[2]
{
  "formula": "C25H32NS5Ti",
  "method": "wB97M-V/def2-TZVPD",
  "elements": ["Ti", "C", "C", "S", "C", "C", "S", "C", "C", "S", "C", "C", "S", "H", "H", "H", "H", "H", "H", "H", "H", "H", "H", "H", "H", "H", "H", "H", "H", "C", "C", "C", "C", "C", "C", "C", "C", "S", "C", "N", "C", "C", "C", "C", "C", "C", "C", "C", "H", "H", "H", "H", "H", "H", "H", "H", "H", "H", "H", "H", "H", "H", "H", "H"],
  "xyz": [[0.6764, 0.0343, -0.4482], [0.4206, -3.5147, -0.3205], [1.3187, -3.0692, -1.4520], [2.2607, -1.5725, -1.0025], [4.5023, 0.6041, 1.0142], [4.1835, 1.8119, 1.4544], [2.2282, 1.3474, -1.5531], [-0.6401, 2.0247, -2.2144], [-1.6052, 2.0737, -1.0354], [-1.8140, 0.4964, -0.1857], [-2.2568, -0.7245, -1.4586], [-2.0455, -2.1046, -0.8326], [-0.5837, -2.1339, 0.2758], [1.0089, -3.8205, 0.5443], [-0.2465, -4.3364, -0.5845], [0.7453, -2.8732, -2.3587], [2.0453, -3.8472, -1.6887], [5.0975, 0.4623, 0.1198], [4.1975, -0.2927, 1.5404], [4.5029, 2.7080, 0.9362], [3.6020, 1.9518, 2.3587], [-1.2287, 1.7343, -3.0888], [-0.3131, 3.0445, -2.4242], [-2.5817, 2.4281, -1.3656], [-1.2776, 2.7355, -0.2339], [-1.6125, -0.5865, -2.3263], [-3.2973, -0.5932, -1.7536], [-1.8983, -2.8579, -1.6047], [-2.9021, -2.3940, -0.2278], [-0.7029, 0.1738, 6.2763], [-1.3809, 0.0495, 4.9049], [-2.8986, 0.2168, 5.0644], [-1.1076, -1.3516, 4.3570], [-0.8547, 1.1424, 3.9778], [-1.0223, 2.4892, 4.3299], [-0.5597, 3.5226, 3.5355], [0.0748, 3.2073, 2.3437], [0.7784, 4.2898, 1.1579], [1.2739, 2.9189, 0.1970], [0.8660, 1.7039, 0.7199], [0.2418, 1.8820, 1.9635], [-0.2055, 0.8524, 2.7855], [1.9257, 2.9380, -1.0080], [2.0380, 3.8783, -2.1132], [1.9295, 3.5443, -3.4276], [1.5551, 2.3132, -4.1767], [0.9581, 1.1750, -3.7739], [0.5686, 1.0386, -2.3226], [-1.0735, -0.6040, 6.9462], [-0.9055, 1.1378, 6.7429], [0.3791, 0.0618, 6.1881], [-3.2915, -0.5567, 5.7265], [-3.4035, 0.1305, 4.0999], [-3.1563, 1.1849, 5.4943], [-1.5045, -2.0938, 5.0504], [-0.0378, -1.5441, 4.2473], [-1.5932, -1.5104, 3.3907], [-1.5178, 2.7374, 5.2589], [-0.6882, 4.5520, 3.8427], [-0.0235, -0.1764, 2.4961], [2.2278, 4.9227, -1.8872], [2.1174, 4.3706, -4.1041], [1.7370, 2.4031, -5.2419], [0.6808, 0.4187, -4.4997]],
  "lowdin_charge": [0.392, -0.499, -0.599, 0.599, -0.092, -0.078, 0.979, -0.231, -0.390, 0.932, -0.450, -0.444, 0.858, 0.087, 0.095, 0.072, 0.079, 0.056, 0.048, 0.059, 0.056, 0.124, 0.118, 0.101, 0.063, 0.080, 0.100, 0.096, 0.087, -0.037, -0.557, -0.038, -0.065, -0.156, -0.019, -0.052, -0.455, 1.117, -0.623, -0.117, -0.327, 0.011, -0.528, -0.112, -0.091, -0.108, -0.165, -0.511, 0.090, 0.081, 0.094, 0.090, 0.090, 0.081, 0.092, 0.091, 0.070, 0.116, 0.118, 0.079, 0.115, 0.104, 0.108, 0.114],
  "total_charge": 1,
  "e_lumo_ev": -3.41,
  "energy_ev": -105219.4112,
  "e_above_lowest_kcal_mol": 0.00,
  "multiplicity": 1,
  "homo_lumo_gap_ev": 6.524
}



[3]
{
  "formula": "C25H33BF4NO2SeTeTi",
  "method": "wB97M-V/def2-TZVPD",
  "elements": ["Ti", "C", "C", "O", "C", "C", "H", "H", "H", "H", "H", "H", "H", "H", "H", "H", "C", "C", "O", "C", "C", "C", "C", "C", "C", "H", "H", "H", "H", "H", "H", "H", "H", "C", "Te", "C", "H", "H", "H", "H", "H", "H", "C", "C", "C", "C", "C", "C", "H", "H", "H", "H", "H", "Se", "C", "C", "C", "N", "C", "C", "H", "H", "H", "H", "F", "B", "F", "F", "F"],
  "xyz": [[0.0941, -0.7998, -0.5686], [-2.1577, -1.6783, 2.8940], [-1.7466, -0.4054, 3.5967], [-0.4966, 0.0222, 3.0917], [-0.0643, 1.2298, 3.6876], [1.3969, 1.4597, 3.3794], [-3.0495, -2.0950, 3.3654], [-1.3588, -2.4193, 2.9514], [-2.3751, -1.4932, 1.8430], [-1.6587, -0.5734, 4.6807], [-2.4978, 0.3824, 3.4449], [-0.2253, 1.1736, 4.7745], [-0.6733, 2.0644, 3.3094], [1.9970, 0.6101, 3.7078], [1.7457, 2.3585, 3.8924], [1.5424, 1.5877, 2.3086], [3.7455, 0.4007, -0.2649], [2.7203, -0.3446, 0.5226], [1.4527, 0.0581, 0.3675], [3.0210, -1.4656, 1.3371], [4.3140, -2.0395, 1.3405], [4.5851, -3.1694, 2.0869], [3.5961, -3.7665, 2.8628], [2.3243, -3.1955, 2.8937], [2.0369, -2.0672, 2.1560], [3.3279, 1.3480, -0.6056], [4.0464, -0.1573, -1.1592], [4.6434, 0.5987, 0.3253], [5.0942, -1.6086, 0.7274], [5.5803, -3.5974, 2.0582], [3.8098, -4.6626, 3.4308], [1.5473, -3.6396, 3.5048], [1.0548, -1.6165, 2.2216], [0.0616, 5.2366, 0.2823], [0.5518, 3.2923, -0.4666], [-1.0288, 3.3909, -1.8838], [0.0807, 5.9569, -0.5327], [0.7989, 5.5271, 1.0286], [-0.9247, 5.2240, 0.7418], [-1.9384, 3.6825, -1.3624], [-1.1535, 2.3958, -2.3034], [-0.7861, 4.1033, -2.6689], [-4.6270, 0.6492, -0.2755], [-4.1684, -0.2927, -1.1840], [-2.8094, -0.5885, -1.2512], [-1.8678, 0.0165, -0.4078], [-2.3624, 0.9829, 0.4781], [-3.7127, 1.2995, 0.5461], [-5.6843, 0.8769, -0.2069], [-4.8631, -0.7899, -1.8515], [-2.4910, -1.3165, -1.9923], [-1.6717, 1.5029, 1.1342], [-4.0555, 2.0552, 1.2456], [1.0405, 0.3668, -2.6869], [0.0301, 0.1247, -4.2860], [-0.5025, -1.0834, -4.7308], [-1.1430, -1.1296, -5.9587], [-1.2975, -0.0877, -6.7749], [-0.7915, 1.0660, -6.3408], [-0.1368, 1.2230, -5.1317], [-0.4108, -1.9794, -4.1382], [-1.5515, -2.0729, -6.3086], [-0.9151, 1.9216, -6.9983], [0.2465, 2.1938, -4.8448], [1.4456, -2.7665, -0.9796], [0.1631, -3.3435, -1.0268], [-0.5071, -2.6468, -2.0724], [0.1187, -4.6856, -1.1076], [-0.5090, -2.8043, 0.1521]],
  "lowdin_spin": [1.022, 0.000, 0.000, 0.002, 0.000, 0.001, 0.000, 0.000, 0.000, 0.000, 0.000, 0.000, 0.000, 0.001, 0.000, 0.001, 0.052, 0.374, 0.093, 0.035, 0.101, -0.005, 0.123, -0.005, 0.097, 0.001, 0.020, 0.009, 0.008, -0.004, 0.009, -0.003, 0.005, 0.000, 0.001, 0.000, 0.000, 0.000, 0.000, 0.000, 0.000, 0.000, 0.016, -0.002, 0.012, -0.010, 0.011, -0.002, 0.001, -0.001, 0.000, 0.000, -0.001, 0.015, 0.002, 0.001, 0.000, 0.001, 0.000, 0.001, 0.000, 0.000, 0.000, 0.000, 0.007, 0.001, 0.003, 0.000, 0.009],
  "total_charge": -1,
  "e_lumo_ev": [2.15, 2.15],
  "energy_ev": -139355.2416,
  "e_above_lowest_kcal_mol": 7.97,
  "multiplicity": 3,
  "s2": 2.036,
  "homo_lumo_gap_ev": [5.848, 7.127]
}